[1]
{"formula": "C20H11Br2F5OS3Y", "method": "ωB97M-V/def2-TZVPD", "species": ["Y", "Br", "C", "Br", "H", "H", "O", "C", "C", "C", "C", "C", "S", "C", "C", "C", "C", "S", "C", "C", "C", "C", "S", "H", "H", "H", "H", "H", "H", "H", "H", "H", "F", "C", "C", "C", "F", "C", "F", "C", "F", "C", "F"], "coordinates": [[1.437245, 0.285171, -0.520452], [4.444879, 1.208840, -0.043522], [4.146858, 2.863542, -0.990188], [2.538879, 2.766434, -2.036286], [4.978050, 3.023756, -1.658131], [4.020053, 3.651969, -0.266379], [-0.178462, 1.097083, -1.081614], [-1.195715, 1.025316, -0.077978], [-1.041872, -0.342859, 0.615188], [-1.440562, -1.559924, 0.145233], [-1.120075, -2.631418, 1.024060], [-0.463105, -2.209776, 2.137130], [-0.262264, -0.514722, 2.153733], [-0.914641, 2.137063, 0.938052], [0.308980, 2.509392, 1.432673], [0.250479, 3.554103, 2.394356], [-1.030299, 3.959451, 2.601300], [-2.140443, 3.079866, 1.653111], [-2.550103, 1.172985, -0.727328], [-2.795898, 1.852189, -1.878328], [-4.181246, 1.880176, -2.214231], [-4.944962, 1.219055, -1.303310], [-4.008620, 0.617780, -0.006175], [-1.960961, -1.680436, -0.796876], [-1.368718, -3.666932, 0.831677], [-0.092893, -2.803087, 2.961796], [1.260275, 2.065258, 1.169803], [1.108714, 3.976420, 2.899635], [-1.381417, 4.737504, 3.264561], [-2.010481, 2.297211, -2.477567], [-4.580021, 2.344781, -3.106207], [-6.014094, 1.060268, -1.313287], [1.111994, -1.923510, -2.714022], [1.529107, -2.624534, -1.619645], [1.915102, -1.893329, -0.531418], [2.315425, -2.605011, 0.569484], [2.717059, -1.938741, 1.685611], [2.331453, -3.979055, 0.613352], [2.705780, -4.655870, 1.696887], [1.934251, -4.670799, -0.519428], [1.942578, -5.996752, -0.511706], [1.527116, -3.997811, -1.661303], [1.152584, -4.691029, -2.732270]], "atomic_forces_ev_per_a": [[2.74, 0.33, 1.18], [-0.11, -0.13, 0.13], [0.03, -0.06, -0.04], [-0.21, -0.03, -0.11], [0.14, 0.04, -0.04], [0.07, 0.12, 0.10], [-2.85, 1.22, -0.84], [-0.11, 0.04, 0.21], [-0.10, 0.31, 0.02], [-0.03, -0.21, -0.13], [-0.04, 0.02, -0.10], [0.02, -0.07, 0.04], [0.14, 0.08, 0.07], [0.09, 0.01, -0.13], [-0.25, 0.07, 0.05], [0.10, -0.08, -0.06], [-0.08, 0.04, 0.08], [-0.23, 0.07, -0.02], [0.05, 0.16, 0.14], [-0.09, 0.05, -0.30], [0.13, -0.10, -0.07], [-0.06, 0.22, 0.09], [0.03, -0.31, -0.05], [0.01, 0.01, 0.05], [0.01, 0.07, 0.01], [-0.03, 0.04, -0.07], [0.32, 0.02, -0.05], [-0.05, -0.04, -0.05], [0.03, -0.09, -0.07], [-0.10, -0.06, 0.07], [0.03, -0.04, 0.07], [0.10, 0.06, 0.02], [-0.05, -0.05, -0.04], [-0.07, 0.06, -0.27], [0.26, -1.17, 0.07], [0.22, -0.04, 0.17], [0.00, 0.10, -0.03], [0.04, -0.29, 0.05], [0.00, 0.07, 0.00], [-0.01, -0.29, 0.01], [0.00, 0.04, 0.00], [-0.07, -0.27, -0.14], [-0.01, 0.08, 0.00]], "relative_energy_kcal_mol": 0.00, "spin_multiplicity": 1, "e_homo_ha": -0.4236, "charge": 1, "orbital_gap_ha": 0.2914}

=====

[2]
{"formula": "C20H11Cl2N5O2S3", "method": "ωB97M-V/def2-TZVPD", "species": ["O", "S", "O", "N", "C", "C", "C", "C", "C", "C", "C", "C", "C", "C", "N", "C", "C", "N", "C", "N", "C", "S", "C", "N", "C", "Cl", "C", "C", "C", "C", "Cl", "S", "H", "H", "H", "H", "H", "H", "H", "H", "H", "H", "H"], "coordinates": [[4.333082, -1.399263, -1.603670], [3.204335, -0.572897, -1.179719], [2.009401, -1.311128, -0.862755], [2.661532, 0.530517, -2.441949], [1.852830, 1.567090, -2.090780], [0.553221, 1.142767, -1.852646], [-0.275436, 1.961684, -1.148489], [-1.594657, 1.467175, -0.598795], [-1.747138, 0.207016, -0.252063], [-2.789211, -0.061618, 0.727345], [-3.345845, -1.273086, 1.065716], [-2.750452, -2.590383, 0.617379], [-3.400598, -3.614194, 0.163912], [-2.731676, -4.749513, -0.327152], [-1.352739, -4.946619, -0.231700], [-0.675363, -3.873980, 0.126592], [-1.349170, -2.743770, 0.613757], [-4.353263, -1.286502, 1.984016], [-4.920308, -0.083473, 2.330987], [-4.475802, 1.060004, 1.902118], [-3.403503, 1.096805, 1.056591], [-2.912202, 2.480246, 0.160713], [0.155034, 3.318946, -0.998923], [1.279399, 3.865241, -1.557485], [2.156243, 2.934753, -2.113378], [3.723629, 3.473404, -2.473992], [3.493687, 0.595325, 0.191787], [4.757282, 1.022085, 0.582332], [4.450315, 2.115018, 1.665909], [3.136712, 2.372308, 2.022287], [2.649486, 3.611679, 3.170046], [2.180880, 1.185254, 1.263314], [3.321501, 0.692544, -3.128111], [0.385557, 0.076455, -1.949322], [-1.005868, -0.510016, -0.441612], [-4.447108, -3.779393, 0.202951], [-3.264589, -5.582707, -0.738894], [0.457297, -3.878322, 0.125488], [-0.701580, -2.048512, 1.104551], [-5.787760, 0.002835, 3.114554], [-0.520016, 3.988008, -0.445941], [5.741001, 0.850023, 0.204681], [5.301861, 2.688193, 2.040354]], "atomic_forces_ev_per_a": [[-1.06, 2.51, 0.52], [-0.97, -0.62, -0.75], [0.09, 0.50, 0.51], [1.69, -2.65, 1.44], [-1.32, 1.12, -0.84], [0.22, -0.36, 1.26], [-1.58, 2.01, -0.07], [0.54, 2.22, 0.34], [-0.41, -1.23, 1.33], [1.73, -0.26, -2.96], [-1.30, -1.17, 3.05], [3.51, 4.03, 1.69], [-2.20, -5.13, -2.24], [2.93, -0.05, 1.22], [-2.61, 0.23, -1.68], [0.13, 0.79, 1.16], [0.73, 0.07, 0.01], [-0.39, 0.12, -1.02], [0.49, -0.95, 0.88], [0.35, 2.10, -0.94], [-3.13, 0.02, 1.90], [1.46, -0.19, -0.35], [0.28, 0.08, -0.97], [-0.13, -2.85, 0.09], [-2.15, 0.62, 2.40], [0.45, 0.20, -0.43], [1.58, -0.58, 0.66], [-4.27, 3.19, 2.65], [1.47, -0.75, -1.33], [2.85, -0.76, -0.31], [0.07, -1.22, -1.00], [-0.83, -0.61, -1.59], [1.98, 0.35, -1.43], [-0.24, 0.18, -0.31], [0.77, -0.86, -0.55], [-1.05, 0.68, -0.16], [-0.31, -0.28, 0.05], [-1.50, -0.22, 0.09], [0.08, 0.82, -0.03], [1.76, -0.75, -1.69], [0.56, -0.01, -0.33], [0.18, -0.27, -0.31], [-0.44, -0.06, 0.04]], "smiles": "O=S(=O)(Nc1cc(-c2cc3c(-c4ccncc4)ncnc3s2)cnc1Cl)c1ccc(Cl)s1", "relative_energy_kcal_mol": 0.00, "spin_multiplicity": 1, "e_homo_ha": -0.3330, "orbital_gap_ha": 0.3125}

=====

[3]
{"formula": "C20H11N2O4S5Sn", "method": "ωB97M-V/def2-TZVPD", "species": ["Sn", "O", "C", "O", "C", "C", "C", "C", "C", "N", "C", "O", "O", "H", "H", "H", "S", "S", "S", "S", "S", "C", "C", "C", "C", "C", "C", "N", "C", "C", "C", "C", "C", "C", "C", "H", "H", "H", "H", "H", "H", "H", "H"], "coordinates": [[1.190123, -1.037490, -0.257767], [2.683935, -3.154566, -3.641990], [2.024797, -2.613338, -2.766977], [2.327940, -2.449743, -1.531164], [0.636209, -2.126584, -3.111343], [0.049872, -2.088711, -4.364680], [-1.273748, -1.679736, -4.449224], [-1.994605, -1.381697, -3.294422], [-1.333696, -1.456569, -2.085109], [-0.046228, -1.781643, -2.037487], [-1.928700, -1.247919, -0.702321], [-3.134289, -1.078631, -0.588034], [-1.037032, -1.332879, 0.215932], [0.635581, -2.380322, -5.224960], [-1.755036, -1.609008, -5.417557], [-3.039463, -1.105700, -3.305712], [3.672746, -0.779479, 0.566695], [4.561190, 0.291574, -0.942335], [3.155721, 1.759944, -1.173213], [1.631090, 0.663892, -1.992550], [-1.120677, 1.994850, 3.207248], [-1.473304, 2.956191, 1.812792], [-2.279826, 4.087853, 1.712786], [-2.436640, 4.664995, 0.468681], [-1.805343, 4.121375, -0.657396], [-0.998761, 3.006363, -0.556474], [-0.820364, 2.420124, 0.698184], [-0.054924, 1.289899, 0.969683], [-0.135890, 0.952364, 2.207706], [0.525048, -0.247390, 2.745436], [0.599113, -0.418432, 4.127690], [1.184363, -1.544553, 4.676454], [1.702884, -2.515743, 3.834830], [1.645496, -2.343936, 2.460265], [1.061031, -1.213889, 1.887897], [-2.778362, 4.495241, 2.583073], [-3.056850, 5.545943, 0.362842], [-1.957185, 4.581083, -1.625855], [-0.504190, 2.583622, -1.418968], [0.203241, 0.347857, 4.785445], [1.241404, -1.659785, 5.751779], [2.158432, -3.407146, 4.248778], [2.074894, -3.108302, 1.821348]], "atomic_forces_ev_per_a": [[0.60, 0.30, -0.23], [-0.01, 0.12, 0.18], [0.19, -0.20, -0.27], [0.01, -0.28, 0.29], [-0.13, -0.01, 0.01], [0.01, -0.08, -0.02], [-0.04, 0.00, 0.01], [0.02, -0.07, -0.04], [0.20, -0.01, -0.03], [-0.51, 0.14, -0.09], [0.00, -0.01, 0.23], [0.13, 0.02, -0.05], [-0.39, 0.30, -0.17], [-0.03, 0.02, 0.00], [0.00, -0.02, 0.02], [0.01, 0.00, -0.02], [0.17, 0.21, 0.17], [0.03, -0.10, 0.10], [-0.04, 0.08, -0.11], [-0.44, 0.29, -0.02], [-0.07, 0.01, 0.07], [-0.06, 0.12, 0.05], [0.02, -0.06, 0.01], [0.03, -0.01, -0.04], [-0.02, 0.01, 0.02], [0.04, 0.03, 0.04], [0.13, -0.25, -0.02], [-0.10, 0.14, -0.17], [0.23, -0.19, -0.20], [-0.07, 0.01, 0.05], [0.02, 0.02, 0.00], [0.01, 0.00, 0.01], [0.00, -0.04, 0.06], [-0.06, 0.04, -0.12], [0.00, -0.48, 0.30], [0.01, 0.00, -0.01], [-0.02, -0.01, 0.00], [0.01, 0.01, 0.01], [0.05, -0.06, -0.01], [0.00, -0.01, -0.01], [-0.01, 0.00, -0.02], [0.01, 0.00, -0.01], [0.03, 0.03, 0.01]], "spin_multiplicity": 1, "e_homo_ha": -0.1714, "charge": -1, "orbital_gap_ha": 0.2594}